The following is a quantum chemistry calculation of C41H31IrN8O4Se as an isolated structure, from OMol25.

Last column: Mulliken charge in e.
Atoms and positions in Å:
Ir1 0.292668 0.296666 0.129272  0.82
O1 -1.052954 -3.536947 -0.810773  -0.65
C1 -0.444060 -2.630467 -0.279575  -0.39
N1 -0.940882 -1.481692 0.274809  0.22
C2 -2.109255 -1.426004 0.958970  0.58
C3 -3.021090 -2.489177 1.130329  -0.86
C4 -4.133215 -2.299074 1.903385  -0.61
C5 -4.395423 -1.054317 2.525091  -0.60
C6 -3.545198 0.000190 2.378546  -0.81
C7 -2.370338 -0.152423 1.593208  0.56
N2 -1.474692 0.807336 1.302635  -0.03
C8 -1.733804 2.149582 1.534369  -0.15
O2 -2.323627 2.625322 2.474855  -0.65
C9 -1.257589 3.018469 0.395928  0.71
C10 -1.481637 4.383104 0.428245  -0.54
C11 -1.094938 5.138129 -0.667591  -0.61
C12 -0.513434 4.499688 -1.751669  -0.82
C13 -0.323100 3.128093 -1.691779  -0.17
N3 -0.684665 2.398530 -0.639251  -0.08
C14 1.051366 -2.730444 -0.080190  0.93
C15 1.712326 -3.938355 -0.235791  -0.64
C16 3.032328 -4.023215 0.181464  -0.48
C17 3.638660 -2.909792 0.744953  -0.72
C18 2.914121 -1.731246 0.822966  -0.40
N4 1.655810 -1.645405 0.398322  -0.01
H1 -2.836923 -3.429365 0.635811  0.49
H2 -4.832125 -3.113733 2.039993  0.41
H3 -5.284730 -0.945347 3.131249  0.41
H4 -3.732031 0.942879 2.866270  0.50
H5 -1.949076 4.818325 1.299657  0.52
H6 -1.248710 6.209002 -0.678579  0.47
H7 -0.197858 5.048129 -2.628131  0.47
H8 0.133162 2.592807 -2.515694  0.71
H9 1.172220 -4.784401 -0.637453  0.57
H10 3.572655 -4.957234 0.097436  0.49
H11 4.652940 -2.947309 1.117222  0.47
H12 3.342194 -0.819418 1.227452  0.51
O3 1.970428 2.003746 1.252713  -0.69
C19 2.463083 2.085686 0.134592  -0.29
N5 3.340112 2.999239 -0.345076  0.16
C20 3.540486 2.837708 -1.783549  3.64
C21 2.522808 1.705818 -2.049968  -1.53
O4 2.206561 1.283090 -3.167759  -0.76
N6 2.103182 1.198175 -0.879911  0.27
C22 4.918734 2.252175 -2.114843  -0.46
C23 5.844319 1.965828 -1.120068  -0.40
C24 7.082962 1.425238 -1.451133  -1.03
C25 7.393544 1.150264 -2.772325  -0.52
C26 6.464615 1.427450 -3.768853  -0.97
C27 5.237575 1.981222 -3.444411  -0.01
C28 3.277822 4.136817 -2.534236  -0.11
C29 3.863133 5.303269 -2.046257  -0.42
C30 3.666874 6.515841 -2.684590  -1.04
C31 2.895426 6.575855 -3.838590  -0.48
C32 2.336760 5.415093 -4.346113  -1.09
C33 2.523190 4.198485 -3.699282  -0.01
H13 3.564511 3.828684 0.177284  0.33
H14 5.609989 2.174628 -0.084657  0.45
H15 7.807049 1.229738 -0.669873  0.45
H16 8.357676 0.731418 -3.030204  0.47
H17 6.705232 1.226048 -4.804778  0.45
H18 4.523986 2.210274 -4.225606  0.47
H19 4.501440 5.274156 -1.169565  0.36
H20 4.125895 7.411978 -2.288835  0.43
H21 2.745491 7.521083 -4.342957  0.44
H22 1.750117 5.449831 -5.255430  0.45
H23 2.089543 3.299362 -4.112285  0.56
C34 1.730165 -3.131460 -5.063724  -0.95
N7 2.488775 -2.532196 -3.975897  0.40
C35 2.074201 -1.577784 -3.131457  -0.73
Se1 0.423045 -0.691765 -3.132767  0.31
N8 3.062926 -1.288570 -2.285945  1.95
C36 4.177208 -2.045812 -2.594462  0.08
C37 5.453385 -2.090203 -2.047109  -0.34
C38 6.326624 -2.998431 -2.608866  -1.10
C39 5.948297 -3.831587 -3.674591  -0.76
C40 4.682282 -3.779453 -4.222966  -0.83
C41 3.805212 -2.858877 -3.659637  0.82
H24 0.781369 -2.610761 -5.154859  0.32
H25 1.553004 -4.184383 -4.852960  0.34
H26 2.294608 -3.024827 -5.987993  0.37
H27 2.978979 -0.546941 -1.593105  -0.73
H28 5.750455 -1.432745 -1.242017  0.70
H29 7.334900 -3.068554 -2.223259  0.49
H30 6.669515 -4.528979 -4.077918  0.45
H31 4.395753 -4.418775 -5.046315  0.52

Cartesian forces (eV/Å) of the 2 atoms listed first:
Ir -0.452 -0.091 -0.786
O -0.021 0.004 0.008

Values from the calculation:
Net charge: +1
Multiplicity: 6
Frontier orbital gap (spin up / spin down): 7.00 / 5.56 eV